Computed, not measured: the molecule C3HClF2 in a non-equilibrium geometry, with ωB97M-V/def2-TZVPD.

Summary:
LUMO   0.482 eV
HOMO level   -11.23 eV
Spin multiplicity   1
Energy relative to the best compared isomer or geometry (same formula, charge and spin)   47.19 kJ/mol

Positions of all 7 atoms, in Å:
1 Cl 1.37595 1.50996 0.66253
2 F -1.02081 1.05570 1.13740
3 F 0.38194 -0.54359 1.70589
4 C -0.20967 -0.33792 -0.36550
5 C -0.38489 -0.79159 -1.46550
6 C 0.03201 0.32998 0.76244
7 H -0.17453 -1.22254 -2.43727